Entry 1
C6H7I | ωB97M-V/def2-TZVPD

```
14
Properties=species:S:1:pos:R:3:mulliken_charge:R:1
C -0.275 -2.232 -0.591 -0.893
C -0.433 -0.755 -0.580 0.359
C -0.895 0.440 -1.043 -0.698
I -2.035 1.220 -2.653 0.077
C -0.033 0.616 0.136 0.567
C 1.263 1.239 0.515 -0.575
C 0.030 1.562 1.392 -0.658
H -0.481 -2.691 0.332 0.317
H 0.769 -2.570 -0.856 0.256
H -1.110 -2.553 -1.281 0.258
H 1.937 0.443 1.114 0.172
H 1.852 1.993 -0.047 0.269
H 0.071 0.923 2.278 0.205
H -0.660 2.367 1.282 0.344
```

Results
SMILES string: CC1=C(I)C12CC2
orbital gap: 8.55 eV

Entry 2
C6H7I | ωB97M-V/def2-TZVPD

```
14
Properties=species:S:1:pos:R:3:mulliken_charge:R:1
C 1.653 0.155 -1.215 -1.018
C 0.322 0.084 -0.493 0.239
C -0.895 0.545 -0.833 -0.331
C -1.902 0.342 0.270 -0.433
C -1.210 -0.336 1.240 -0.434
I -1.715 -0.801 3.217 0.050
C 0.294 -0.546 0.858 -0.684
H 1.746 -0.628 -2.023 0.247
H 2.298 -0.060 -0.349 0.323
H 1.949 1.192 -1.471 0.304
H -1.184 0.997 -1.815 0.360
H -2.835 0.678 0.205 0.609
H 0.446 -1.577 0.901 0.344
H 1.032 -0.046 1.508 0.424
```

Results
SMILES string: CC1=CC=C(I)C1
orbital gap: 8.85 eV

Relative to the most stable one, in kJ/mol, the structures come out at entry 1 298.8; entry 2 0.0.